# C26H45AgNO17

A structure of composition C26H45AgNO17 at a distorted geometry (ωB97M-V/def2-TZVPD, the OMol25 dataset).

XYZ file:
```
90
C26H45AgNO17, DFT ωB97M-V/def2-TZVPD
Ag -0.355 -0.160 -0.131
C 5.176 -1.181 3.827
C 4.427 -0.276 4.543
C 3.077 -0.077 4.265
C 2.549 -0.833 3.240
C 3.270 -1.686 2.427
C 4.589 -1.886 2.772
N 1.081 -0.739 3.009
O 0.392 -0.335 3.916
O 0.647 -1.099 1.933
H 6.180 -1.435 4.137
H 4.916 0.310 5.312
H 2.462 0.647 4.777
H 2.805 -2.293 1.664
H 5.144 -2.580 2.152
C 4.544 -2.108 -2.946
C 3.421 -1.500 -2.110
O 3.759 -0.103 -1.923
C 2.840 0.641 -1.349
O 1.809 0.238 -0.897
O 3.180 1.940 -1.314
C 4.397 2.323 -1.990
H 4.385 -3.159 -3.172
H 5.426 -1.961 -2.324
H 4.546 -1.595 -3.906
H 3.227 -1.923 -1.123
H 2.466 -1.527 -2.641
H 5.208 1.964 -1.356
H 4.406 3.400 -2.108
H 4.494 1.836 -2.958
C 3.134 3.637 2.864
C 2.067 2.915 2.053
O 0.824 3.214 2.704
C -0.235 2.548 2.278
O -0.233 1.727 1.397
O -1.303 2.985 2.908
C -2.468 2.172 2.798
H 3.074 4.723 2.829
H 4.138 3.406 2.499
H 3.057 3.281 3.892
H 2.250 1.845 2.119
H 2.043 3.295 1.032
H -2.182 1.122 2.761
H -3.027 2.465 1.908
H -3.167 2.303 3.622
C -5.128 4.553 -0.032
C -4.000 4.164 -0.967
O -3.537 2.850 -0.699
C -2.465 2.363 -1.330
O -2.032 1.287 -1.054
O -1.930 3.266 -2.130
C -0.803 2.836 -2.926
H -5.230 5.636 0.053
H -5.070 4.169 0.987
H -6.103 4.231 -0.408
H -3.209 4.905 -0.826
H -4.346 4.255 -1.997
H -0.569 1.781 -2.854
H 0.001 3.511 -2.638
H -1.046 3.127 -3.947
C -0.995 -3.558 2.691
C -2.317 -2.975 3.199
O -3.344 -2.981 2.229
C -3.359 -2.081 1.267
O -2.533 -1.239 1.038
O -4.468 -2.246 0.567
C -4.823 -1.174 -0.296
H -0.707 -3.018 1.790
H -1.058 -4.627 2.494
H -0.251 -3.448 3.482
H -2.173 -1.980 3.624
H -2.655 -3.629 4.004
H -5.805 -1.378 -0.708
H -4.107 -1.149 -1.123
H -4.776 -0.188 0.164
C -2.852 -4.786 -3.714
C -2.589 -3.522 -2.894
O -1.582 -2.790 -3.640
C -0.824 -1.913 -2.981
O -0.777 -1.783 -1.795
O 0.064 -1.366 -3.791
C -0.088 -1.415 -5.206
H -3.429 -4.621 -4.621
H -3.492 -5.360 -3.035
H -1.950 -5.342 -3.949
H -2.160 -3.750 -1.919
H -3.490 -2.920 -2.788
H 0.677 -0.777 -5.639
H -1.043 -0.963 -5.488
H -0.061 -2.435 -5.583
```

Values from the calculation:
frontier orbital gap: 9.24 eV
total charge: +1
energy above the lowest of the compared OMol25 structures with the same formula, charge and spin: 10.7 kcal/mol
E_LUMO: -2.617 eV

Löwdin population analysis, charges in e, atoms 1 to 4: number 1, Ag, carries 0.783; number 2, C, carries -0.058; number 3, C, carries -0.056; number 4, C, carries 0.001